A molecular structure, C42H33BiF5N8OTe. Source: the OMol25 dataset; level of theory: wB97M-V/def2-TZVPD.

Geometry as XYZ:
```
91
Properties=species:S:1:pos:R:3:mulliken_charge:R:1
Bi -0.125 0.095 0.421 3.510
Te -0.821 0.662 -2.904 0.907
F -1.483 1.025 -4.716 -0.335
F -0.919 2.571 -3.119 -0.326
F -2.751 0.560 -2.826 -0.319
F 0.711 0.615 -4.168 -0.393
F -1.133 -1.080 -3.781 -0.400
O -1.174 1.136 -1.076 -1.346
N 3.329 -3.112 1.863 0.022
N -1.706 -1.965 -1.210 0.838
N 0.781 -0.991 -2.131 0.812
N -1.576 -1.258 1.829 0.306
N -1.225 1.395 1.831 0.627
N 1.747 -1.558 1.761 0.456
N 1.297 1.669 -2.012 0.581
N 1.392 1.723 1.326 1.048
C 2.257 -0.487 3.983 -0.348
C 2.916 3.765 2.356 -0.887
C 0.440 3.864 -1.222 -1.619
C -3.694 -2.529 3.047 -0.706
C 2.940 -1.437 -3.057 -1.162
C -0.824 -2.847 -1.684 1.234
C 4.104 -1.557 5.143 -0.498
C -4.722 1.034 3.127 -1.170
C -2.457 0.912 2.253 -0.138
C -1.096 -4.206 -1.725 -0.991
C 1.520 3.777 2.566 1.414
C 3.638 1.303 -2.321 -0.883
C 2.008 -0.571 -2.511 0.205
C 2.315 -2.562 1.149 -0.813
C -2.925 -2.370 -0.848 0.315
C -2.650 -3.254 2.531 -1.076
C 3.430 -2.402 3.045 0.411
C -2.570 -0.511 2.355 -0.101
C 1.385 -3.215 -2.744 -0.643
C -3.942 -1.368 -0.406 -1.496
C -3.698 -1.122 2.954 1.184
C -3.587 1.643 2.560 -0.575
C -1.607 -2.570 1.899 -0.156
C 3.883 2.649 -2.087 -1.138
C -0.629 2.552 2.294 0.181
C 2.426 -1.421 2.962 0.095
C 1.527 2.952 -1.693 0.530
C 2.829 3.464 -1.750 -0.844
C -4.772 -0.308 3.376 -1.000
C 3.110 -0.571 5.064 -0.770
C -1.205 3.533 3.086 -0.853
C 0.863 4.775 3.309 -1.124
C 4.278 -2.493 4.143 -1.125
C 3.509 2.735 1.675 -1.291
C -0.472 4.631 3.563 -1.160
C 2.330 0.859 -2.291 1.646
C 2.601 -2.762 -3.215 -1.630
C -2.346 -4.648 -1.311 -1.146
C 0.474 -2.321 -2.193 0.225
C 0.773 2.696 2.033 -0.453
C -3.273 -3.723 -0.889 -0.858
C 2.696 1.718 1.164 -0.395
H 3.012 0.136 5.877 0.448
H -0.782 -3.101 1.436 0.418
H 3.907 -3.883 1.576 0.247
H 4.890 3.040 -2.147 0.479
H -0.423 3.305 -0.880 0.090
H -5.568 1.660 3.380 0.426
H 0.104 4.505 -2.037 0.457
H -5.634 -0.760 3.849 0.435
H -4.536 -3.026 3.513 0.461
H 2.024 -2.923 0.171 0.367
H 5.045 -3.253 4.220 0.433
H 0.826 4.508 -0.429 0.523
H -0.376 -4.920 -2.094 0.439
H 4.579 2.694 1.530 0.554
H -3.627 2.696 2.329 0.699
H -2.235 3.462 3.387 0.604
H -4.574 -1.778 0.383 0.436
H 3.510 4.571 2.769 0.505
H -2.588 -5.701 -1.348 0.479
H -4.571 -1.124 -1.263 0.477
H -3.479 -0.436 -0.099 -0.002
H 4.752 -1.579 6.008 0.400
H 1.123 -4.253 -2.862 0.529
H 4.452 0.625 -2.529 0.418
H -2.634 -4.333 2.581 0.466
H 1.419 5.621 3.690 0.483
H 3.115 0.881 0.617 0.476
H -0.988 5.377 4.152 0.428
H -4.270 -4.027 -0.601 0.549
H 3.286 -3.450 -3.693 0.471
H 3.882 -1.070 -3.434 0.522
H 1.478 0.263 3.922 0.317
H 2.985 4.511 -1.528 0.581
```

The charge is +1. For the energy relative to the best compared isomer or geometry (same formula, charge and spin), the calculation gives 391.4 kJ/mol. The max |F| comes out at 0.13371 hartree/bohr. The energy is -84774.144 eV. Its HOMO energy is -10.10 eV. The value obtained for the frontier orbital gap is 6.2 eV.